# 1
{
  "formula": "C42H51BIN12OPr",
  "method": "ωB97M-V/def2-TZVPD",
  "elements": ["Pr", "C", "C", "N", "N", "C", "B", "N", "C", "C", "C", "N", "N", "C", "C", "C", "N", "H", "H", "H", "H", "H", "H", "H", "H", "H", "H", "C", "C", "C", "C", "C", "C", "C", "N", "C", "C", "C", "C", "C", "C", "C", "N", "C", "C", "C", "C", "H", "H", "H", "H", "H", "H", "H", "H", "H", "H", "H", "H", "H", "H", "H", "H", "H", "H", "H", "H", "H", "H", "H", "H", "N", "C", "N", "C", "C", "C", "C", "C", "C", "H", "H", "H", "H", "H", "H", "N", "C", "O", "C", "I", "H", "H", "H", "H", "N", "C", "C", "C", "C", "C", "C", "H", "H", "H", "H", "H", "H", "H"],
  "positions_angstrom": [[-0.072, 0.904, 1.267], [2.990, 2.362, 4.689], [2.736, 2.106, 3.344], [1.464, 1.745, 3.156], [0.887, 1.752, 4.376], [1.782, 2.121, 5.309], [-0.624, 1.518, 4.636], [-1.019, 0.086, 4.206], [-1.129, -0.959, 5.040], [-1.569, -2.050, 4.320], [-1.714, -1.567, 3.024], [-1.383, -0.274, 2.961], [-1.396, 2.553, 3.813], [-2.278, 3.447, 4.282], [-2.562, 4.350, 3.279], [-1.782, 3.928, 2.207], [-1.086, 2.835, 2.528], [3.909, 2.676, 5.136], [3.449, 2.145, 2.539], [1.523, 2.193, 6.346], [-0.840, 1.644, 5.791], [-0.910, -0.865, 6.086], [-1.760, -3.037, 4.685], [-2.065, -2.094, 2.155], [-2.639, 3.405, 5.290], [-3.232, 5.183, 3.311], [-1.699, 4.372, 1.231], [-3.275, -4.748, -2.658], [-3.673, -3.290, -2.938], [-5.180, -3.137, -2.724], [-3.338, -2.934, -4.393], [-2.875, -2.404, -2.007], [-3.467, -1.669, -0.982], [-2.683, -0.899, -0.145], [-1.357, -0.813, -0.245], [-0.762, -1.524, -1.222], [-1.487, -2.310, -2.113], [0.715, -1.466, -1.233], [1.483, -2.337, -2.000], [2.877, -2.316, -1.933], [3.429, -1.409, -1.033], [2.602, -0.573, -0.306], [1.274, -0.565, -0.400], [3.723, -3.224, -2.799], [3.363, -4.688, -2.508], [3.410, -2.898, -4.267], [5.222, -3.027, -2.555], [-3.863, -5.412, -3.285], [-3.463, -5.005, -1.617], [-2.222, -4.918, -2.870], [-5.716, -3.757, -3.438], [-5.494, -2.106, -2.876], [-5.471, -3.460, -1.727], [-3.944, -3.535, -5.065], [-2.293, -3.124, -4.621], [-3.551, -1.884, -4.587], [-4.531, -1.691, -0.831], [-3.141, -0.333, 0.659], [-0.979, -2.856, -2.891], [1.002, -3.049, -2.649], [4.495, -1.348, -0.899], [3.038, 0.117, 0.411], [2.317, -4.892, -2.720], [3.561, -4.932, -1.466], [3.970, -5.340, -3.130], [2.367, -3.095, -4.503], [4.028, -3.511, -4.917], [3.623, -1.853, -4.480], [5.494, -3.280, -1.533], [5.525, -2.004, -2.765], [5.786, -3.680, -3.217], [-2.230, 3.377, -2.208], [-1.193, 2.736, -1.640], [-1.494, 2.179, -0.488], [-2.834, 2.480, -0.278], [-3.690, 2.200, 0.790], [-4.976, 2.695, 0.726], [-5.434, 3.424, -0.374], [-4.612, 3.698, -1.444], [-3.306, 3.239, -1.367], [-2.223, 3.888, -3.077], [-0.218, 2.701, -2.097], [-3.363, 1.622, 1.646], [-5.650, 2.519, 1.549], [-6.449, 3.784, -0.380], [-4.958, 4.253, -2.298], [2.033, -1.287, 4.615], [2.042, -1.512, 3.300], [1.342, -0.889, 2.504], [3.007, -2.564, 2.830], [4.845, -1.539, 2.344], [1.436, -0.567, 4.998], [2.608, -1.810, 5.255], [2.650, -3.042, 1.922], [3.245, -3.297, 3.593], [1.711, 2.776, 0.259], [2.332, 3.346, -0.912], [2.304, 4.717, -1.134], [2.985, 5.264, -2.212], [3.692, 4.444, -3.078], [3.707, 3.075, -2.865], [3.027, 2.525, -1.792], [1.400, 3.550, 0.853], [2.445, 2.281, 0.771], [1.769, 5.353, -0.441], [2.983, 6.333, -2.357], [4.249, 4.869, -3.899], [4.263, 2.427, -3.527], [3.043, 1.458, -1.621]],
  "mulliken_spin": [1.99, 0.00, 0.00, 0.00, 0.00, 0.00, -0.01, 0.00, 0.00, 0.00, 0.00, 0.00, 0.00, 0.00, 0.00, 0.00, 0.00, 0.00, 0.00, 0.00, 0.00, 0.00, 0.00, 0.00, 0.00, 0.00, 0.00, 0.00, 0.00, 0.00, 0.00, 0.00, 0.00, 0.00, 0.00, 0.00, 0.00, 0.00, 0.00, 0.00, 0.00, 0.00, 0.00, 0.00, 0.00, 0.00, 0.00, 0.00, 0.00, 0.00, 0.00, 0.00, 0.00, 0.00, 0.00, 0.00, 0.00, 0.00, 0.00, 0.00, 0.00, 0.00, 0.00, 0.00, 0.00, 0.00, 0.00, 0.00, 0.00, 0.00, 0.00, 0.00, 0.00, 0.00, 0.00, 0.00, 0.00, 0.00, 0.00, 0.00, 0.00, 0.00, 0.00, 0.00, 0.00, 0.00, 0.00, 0.00, 0.01, 0.00, 0.00, 0.00, 0.00, 0.00, 0.00, 0.00, 0.00, 0.00, 0.00, 0.00, 0.00, 0.00, 0.00, 0.00, 0.00, 0.00, 0.00, 0.00, 0.00],
  "spin_multiplicity": 3,
  "total_charge": 2,
  "homo_lumo_gap_ev": [8.401, 8.411]
}

---

# 2
{
  "formula": "C42H51BrN2P2SV",
  "method": "ωB97M-V/def2-TZVPD",
  "elements": ["V", "C", "C", "C", "P", "C", "C", "C", "C", "C", "C", "C", "C", "C", "N", "C", "C", "C", "C", "C", "C", "P", "C", "C", "C", "C", "C", "C", "H", "H", "H", "H", "H", "H", "H", "H", "H", "H", "H", "H", "H", "H", "H", "H", "H", "H", "H", "H", "H", "H", "H", "H", "H", "H", "H", "H", "H", "H", "H", "H", "H", "H", "H", "H", "Br", "C", "C", "C", "C", "C", "C", "H", "H", "H", "H", "N", "S", "C", "C", "C", "C", "C", "C", "C", "C", "C", "C", "C", "C", "H", "H", "H", "H", "H", "H", "H", "H", "H", "H", "H"],
  "positions_angstrom": [[0.413, -0.493, 0.478], [-3.950, 0.181, 0.050], [-3.450, -0.934, 0.973], [-3.541, -2.313, 0.321], [-1.783, -0.561, 1.645], [-2.018, 0.908, 2.729], [-0.702, 1.453, 3.281], [-3.034, 0.751, 3.866], [-1.295, -2.021, 2.585], [-1.832, -2.439, 3.804], [-1.308, -3.539, 4.460], [-0.229, -4.218, 3.900], [0.287, -3.836, 2.673], [-0.270, -2.759, 1.994], [0.242, -2.325, 0.710], [0.511, -3.340, -0.282], [0.049, -4.642, -0.141], [0.358, -5.604, -1.089], [1.118, -5.282, -2.202], [1.514, -3.969, -2.387], [1.207, -2.983, -1.447], [1.341, -1.203, -1.698], [0.053, -0.797, -2.949], [0.328, -1.365, -4.339], [-1.315, -1.228, -2.448], [2.907, -0.609, -2.491], [3.843, 0.099, -1.515], [3.685, -1.678, -3.260], [-4.956, -0.053, -0.301], [-3.317, 0.277, -0.836], [-4.003, 1.150, 0.549], [-4.071, -0.947, 1.873], [-3.050, -2.333, -0.649], [-4.591, -2.561, 0.162], [-3.109, -3.096, 0.943], [-2.411, 1.642, 2.019], [-0.218, 0.734, 3.946], [-0.905, 2.355, 3.862], [0.009, 1.721, 2.499], [-2.608, 0.187, 4.694], [-3.975, 0.287, 3.572], [-3.274, 1.745, 4.247], [-2.668, -1.911, 4.241], [-1.729, -3.862, 5.402], [0.211, -5.058, 4.422], [1.129, -4.367, 2.249], [-0.561, -4.920, 0.707], [-0.004, -6.615, -0.951], [1.375, -6.036, -2.934], [2.051, -3.713, -3.285], [0.094, 0.298, -2.999], [0.348, -2.456, -4.328], [1.261, -1.001, -4.767], [-0.476, -1.064, -5.013], [-1.389, -2.317, -2.406], [-2.098, -0.864, -3.116], [-1.543, -0.851, -1.447], [2.527, 0.136, -3.199], [4.146, -0.550, -0.692], [3.389, 0.995, -1.094], [4.745, 0.409, -2.044], [4.014, -2.485, -2.604], [4.578, -1.209, -3.676], [3.128, -2.104, -4.090], [5.210, 1.139, 4.783], [3.876, 0.609, 3.590], [3.699, 1.308, 2.406], [2.697, 0.909, 1.534], [1.876, -0.195, 1.808], [2.080, -0.874, 3.021], [3.066, -0.477, 3.905], [4.330, 2.155, 2.174], [2.572, 1.495, 0.632], [1.468, -1.716, 3.306], [3.211, -1.007, 4.836], [-0.220, 1.306, -0.402], [0.581, 2.689, -0.656], [-0.258, 3.983, 0.203], [0.476, 5.127, 0.486], [-0.153, 6.174, 1.144], [-1.487, 6.062, 1.515], [-2.203, 4.904, 1.234], [-1.588, 3.851, 0.573], [0.355, 3.093, -2.352], [1.494, 3.148, -3.144], [1.352, 3.414, -4.502], [0.089, 3.614, -5.038], [-1.045, 3.559, -4.229], [-0.918, 3.303, -2.876], [-1.158, 1.372, -0.790], [1.520, 5.205, 0.203], [0.400, 7.075, 1.374], [-1.971, 6.880, 2.032], [-3.242, 4.824, 1.527], [-2.141, 2.944, 0.360], [2.475, 2.996, -2.711], [2.228, 3.473, -5.133], [-0.018, 3.829, -6.093], [-2.025, 3.730, -4.655], [-1.798, 3.288, -2.242]],
  "mulliken_spin": [1.22, 0.00, -0.01, 0.00, 0.03, -0.02, 0.02, 0.00, 0.01, 0.00, 0.00, 0.01, -0.02, 0.02, -0.18, 0.04, -0.03, 0.01, -0.02, 0.01, -0.01, 0.04, -0.02, 0.00, 0.03, -0.01, 0.00, 0.00, 0.00, 0.00, 0.00, 0.00, 0.00, 0.00, 0.00, 0.00, 0.00, 0.00, -0.01, 0.00, 0.00, 0.00, 0.00, 0.00, 0.00, 0.00, 0.00, 0.00, 0.00, 0.00, 0.00, 0.00, 0.00, 0.00, 0.00, 0.00, 0.01, 0.00, 0.00, 0.00, 0.00, 0.00, 0.00, 0.00, 0.00, 0.00, 0.00, -0.01, -0.06, -0.01, 0.00, 0.00, -0.01, 0.00, 0.00, -0.05, 0.01, 0.00, 0.00, 0.00, 0.00, 0.00, 0.01, 0.00, 0.00, 0.00, 0.00, 0.00, 0.00, 0.02, 0.00, 0.00, 0.00, 0.00, 0.00, 0.00, 0.00, 0.00, 0.00, 0.00],
  "spin_multiplicity": 2,
  "total_charge": 2,
  "homo_lumo_gap_ev": [6.584, 7.285]
}

---

Looking at M for the records above, in order, we have 1018.58; 808.75 g/mol.
Looking at energy above the lowest of the compared OMol25 structures with the same formula, charge and spin for the records above, in order, we have 0.0; 7.0 kJ/mol.